No. 1
{"formula": "C17H26BrN2PdSbSe4", "method": "ωB97M-V with the def2-TZVPD basis set", "elements": ["Pd", "Se", "Se", "Se", "Se", "Br", "C", "C", "C", "C", "C", "N", "H", "H", "H", "H", "C", "Sb", "C", "C", "H", "H", "H", "H", "H", "H", "H", "H", "H", "C", "N", "C", "C", "C", "C", "C", "C", "C", "C", "H", "H", "H", "H", "H", "H", "H", "H", "H", "H", "H", "H", "H"], "coordinates": [[-0.32285, 0.29760, 1.66095], [-0.38461, 2.40589, 3.07950], [1.29533, 2.02178, 4.53882], [-2.53958, -1.38923, 3.74156], [-2.65541, 0.02706, 1.99420], [-1.53077, 2.77909, -3.91334], [-1.75826, 3.12973, -2.02707], [-0.86638, 4.06595, -1.47659], [-0.97875, 4.38488, -0.11928], [-2.00048, 3.77329, 0.58337], [-2.82197, 2.89867, -0.10414], [-2.72221, 2.57601, -1.38455], [-0.07656, 4.52675, -2.03193], [-0.25497, 5.09717, 0.31393], [-2.21471, 3.90144, 1.64700], [-3.68462, 2.42776, 0.41135], [3.80884, 1.71300, 1.77853], [2.23366, 0.35655, 1.56747], [3.02556, -0.31543, -0.37113], [2.94552, -1.12708, 2.90081], [4.69830, 1.12210, 1.82602], [3.81750, 2.39664, 2.63538], [3.79388, 2.44970, 1.00062], [4.06734, 0.02077, -0.52101], [2.46363, 0.02459, -1.26930], [2.98342, -1.38024, -0.42121], [3.94218, -1.32066, 2.60313], [2.38547, -2.06976, 2.85826], [2.92176, -0.72743, 3.92874], [-1.81804, -1.08967, -3.50797], [-1.78718, -0.57598, -2.13008], [-2.71303, -1.35831, -1.23202], [-0.37349, -0.54747, -1.55434], [0.08036, -1.74361, -0.62244], [0.37663, -3.03330, -1.11628], [0.56554, -4.11790, -0.28363], [0.48568, -3.92674, 1.08412], [0.15031, -2.68980, 1.54969], [-0.06749, -1.53817, 0.74401], [-2.80220, -1.13450, -3.90553], [-1.37570, -2.08368, -3.53518], [-1.17718, -0.41094, -4.08626], [-2.07417, 0.38838, -2.07870], [-2.59753, -2.39565, -1.35228], [-3.73765, -1.03048, -1.38176], [-2.45767, -1.19338, -0.18729], [-0.38793, 0.38398, -1.00526], [0.26817, -0.43452, -2.39067], [0.40564, -3.16353, -2.17407], [0.80339, -5.10069, -0.69940], [0.57750, -4.73317, 1.80515], [0.08578, -2.53746, 2.63011]], "atomic_forces_ev_per_a": [[0.8, 0.3, 0.2], [0.2, -0.3, 0.0], [-0.1, 0.1, 0.0], [-0.1, 0.1, -0.1], [-0.6, -0.2, 0.3], [-0.2, -0.2, 0.3], [1.8, 1.7, -0.7], [-0.2, -0.3, 0.7], [0.4, 0.1, -0.6], [-0.5, -0.2, 0.4], [-1.5, -0.4, 1.4], [-0.4, -1.0, -0.3], [0.1, 0.0, -0.5], [-0.6, -0.5, -0.1], [0.3, 0.2, -0.4], [0.8, 0.3, -0.2], [-0.3, 1.5, 1.1], [-0.4, -0.5, -0.7], [0.1, 0.8, -0.4], [-0.7, -0.1, 0.5], [0.7, -0.2, -0.3], [-0.4, -0.7, 0.4], [0.2, -0.1, -1.1], [-0.4, -0.2, 0.3], [0.1, 0.1, 0.8], [0.1, -0.9, 0.1], [1.2, -0.3, -0.1], [0.0, 0.4, -0.1], [0.0, -0.1, -0.5], [1.4, 0.5, -0.3], [-0.1, -1.9, 1.2], [-0.2, 1.4, 0.6], [0.5, -1.2, 1.0], [-1.6, 0.7, -0.8], [-0.3, 0.8, 0.0], [0.4, -0.4, -0.5], [-0.4, -0.4, 0.1], [0.0, 1.8, 1.0], [0.3, -0.4, 0.5], [-0.9, 0.2, -0.2], [0.0, 0.0, 0.2], [-0.4, -0.3, -0.1], [-0.5, 0.6, -0.3], [0.2, -1.3, -0.7], [0.0, 0.0, -0.3], [0.1, 0.4, -0.1], [0.4, 0.0, 0.5], [0.7, 0.1, -0.9], [0.2, -0.2, -0.7], [-0.1, 0.4, 0.1], [0.2, -0.1, -0.2], [-0.2, -0.1, -0.2]], "homo_lumo_gap_ev": [6.816, 5.931], "e_homo_ha": [-0.2489, -0.2502], "charge": 0, "e_above_lowest_kcal_mol": 0.00, "multiplicity": 3, "s2": 2.01}

=====

No. 2
{"formula": "C17H26BrN2PdSbSe4", "method": "ωB97M-V with the def2-TZVPD basis set", "elements": ["Pd", "Se", "Se", "Se", "Se", "Br", "C", "C", "C", "C", "C", "N", "H", "H", "H", "H", "C", "Sb", "C", "C", "H", "H", "H", "H", "H", "H", "H", "H", "H", "C", "N", "C", "C", "C", "C", "C", "C", "C", "C", "H", "H", "H", "H", "H", "H", "H", "H", "H", "H", "H", "H", "H"], "coordinates": [[-8.71773, 14.58322, 4.24155], [-10.99738, 14.20403, 3.04305], [-10.70371, 13.64197, 0.89806], [-10.23394, 15.90194, 7.73381], [-10.02488, 16.20667, 5.47933], [-7.08102, 9.56266, 5.67350], [-8.78024, 9.96421, 4.91393], [-9.34460, 9.14179, 3.93500], [-10.60702, 9.62253, 3.45320], [-11.18024, 10.75936, 3.99101], [-10.58082, 11.40209, 5.02762], [-9.37016, 11.05322, 5.45956], [-8.91395, 8.20094, 3.67038], [-11.18840, 9.03651, 2.82110], [-12.19047, 10.97037, 3.62120], [-11.04114, 12.18925, 5.55234], [-7.55388, 12.13433, 0.94911], [-7.21171, 13.68818, 2.43036], [-5.08015, 13.39125, 2.37524], [-7.00395, 15.10646, 0.78010], [-6.62319, 12.04725, 0.33861], [-8.39600, 12.47331, 0.33233], [-7.82237, 11.13149, 1.32131], [-4.81384, 12.42439, 2.77657], [-4.68149, 14.21541, 2.98705], [-4.64674, 13.51496, 1.37953], [-7.92823, 14.97577, 0.18852], [-6.19678, 14.78450, 0.04528], [-6.83489, 16.12050, 1.00861], [-9.05856, 12.47253, 8.24925], [-8.14377, 13.57858, 8.12478], [-7.52214, 13.98146, 9.41663], [-7.15511, 13.29137, 6.98905], [-6.41487, 14.43603, 6.32388], [-5.09876, 14.71838, 6.66288], [-4.30123, 15.59094, 5.93682], [-4.88917, 16.24509, 4.88954], [-6.23309, 16.07597, 4.58591], [-7.01386, 15.10846, 5.22002], [-9.29306, 12.14728, 9.26839], [-8.77576, 11.60305, 7.64732], [-10.05400, 12.67985, 7.80759], [-8.70332, 14.40975, 7.80496], [-7.02221, 13.09488, 9.84674], [-8.26571, 14.30473, 10.07856], [-6.80140, 14.71928, 9.15349], [-7.79893, 12.91702, 6.25683], [-6.60015, 12.48830, 7.35284], [-4.72224, 14.13944, 7.54772], [-3.23425, 15.74609, 6.04764], [-4.23891, 16.86919, 4.27371], [-6.64156, 16.41857, 3.65773]], "atomic_forces_ev_per_a": [[-0.8, 0.3, 0.3], [0.6, 0.1, 0.4], [-0.2, 0.0, -0.2], [0.0, 0.3, -0.7], [-0.2, 0.0, 0.7], [0.0, -0.1, -0.1], [-0.9, 0.9, 0.2], [-1.5, 1.9, 0.5], [2.2, -0.1, 1.9], [-1.5, -1.2, -1.2], [1.4, -0.4, 0.1], [0.7, -1.3, -0.5], [0.2, -0.2, -0.3], [-0.6, -0.9, -1.4], [0.5, 0.5, 0.4], [-0.5, 1.0, 0.4], [0.1, -0.4, -0.2], [0.9, -0.5, -2.7], [0.1, 0.8, 0.8], [-0.1, -1.8, -1.5], [-0.7, 0.2, 0.5], [0.4, -0.1, 0.1], [0.2, 0.5, 0.1], [0.2, -0.1, 0.3], [0.2, -0.5, 0.0], [-0.5, -0.1, 0.0], [0.2, 0.4, 0.5], [-0.7, 0.1, 1.3], [0.0, 1.2, 0.5], [-2.2, -1.9, -0.3], [0.9, 0.9, -0.3], [1.0, -1.9, -1.3], [-0.6, 1.8, 0.3], [-0.6, 0.4, -0.2], [0.5, -1.1, 1.6], [0.0, -0.2, 0.2], [0.0, 0.9, -0.7], [0.1, -1.1, -0.2], [0.5, -0.4, 0.6], [0.6, 0.4, 0.0], [0.5, 0.2, 0.4], [0.6, 0.6, 0.2], [-0.2, 0.1, 0.2], [-0.1, 0.4, -0.2], [-1.1, 0.7, 0.8], [0.5, 0.8, 0.2], [-1.0, -0.8, -1.3], [1.5, -1.2, 0.5], [0.1, 0.7, -1.0], [-0.1, -0.3, 0.6], [-0.4, 0.0, 0.0], [0.0, 0.9, -0.3]], "homo_lumo_gap_ev": [7.088, 5.450], "e_homo_ha": [-0.2590, -0.2522], "charge": 0, "e_above_lowest_kcal_mol": 7.10, "multiplicity": 3, "s2": 2.01}

=====

No. 3
{"formula": "C17H26N4O10P2STi", "method": "ωB97M-V with the def2-TZVPD basis set", "elements": ["Ti", "N", "C", "C", "P", "O", "O", "O", "P", "O", "O", "O", "H", "H", "H", "H", "H", "H", "H", "H", "C", "C", "C", "C", "C", "C", "C", "H", "H", "H", "H", "H", "C", "C", "S", "O", "O", "C", "C", "N", "C", "N", "C", "C", "N", "O", "O", "C", "H", "H", "H", "H", "H", "H", "H", "H", "H", "H", "H", "H", "H"], "coordinates": [[0.61669, 0.90992, -0.04633], [1.60239, 3.12618, -4.39800], [1.52219, 3.14893, -2.88989], [2.12075, 4.41919, -2.31712], [-0.27992, 2.87069, -2.51729], [-0.89827, 4.36703, -2.60780], [-0.75978, 2.08973, -3.67957], [-0.39042, 2.46298, -1.06824], [2.58957, 1.70382, -2.40587], [1.79098, 0.52544, -3.17790], [3.90249, 1.94453, -3.05148], [2.43766, 1.50249, -0.91526], [1.32711, 4.01973, -4.80068], [0.89708, 2.41291, -4.67940], [2.55645, 2.86367, -4.67151], [1.59145, 5.30061, -2.68424], [3.18274, 4.49277, -2.55818], [2.02555, 4.38699, -1.23143], [-1.03936, 4.71663, -1.71762], [2.39624, -0.17978, -3.44954], [0.68793, 1.26056, 1.63473], [1.19180, 2.10296, 2.69685], [2.20656, 1.69557, 3.58158], [2.72401, 2.54714, 4.54249], [2.24635, 3.84679, 4.67578], [1.22878, 4.27013, 3.82450], [0.71180, 3.41921, 2.86535], [2.58367, 0.68366, 3.48616], [3.51107, 2.19511, 5.20046], [2.65287, 4.51146, 5.42768], [0.83631, 5.27695, 3.92086], [-0.08615, 3.74588, 2.20833], [0.03297, -3.49741, 1.78431], [-0.73947, -4.74055, 2.18700], [-2.51534, -4.64156, 2.06389], [-3.01282, -5.88940, 2.60032], [-2.95620, -3.39736, 2.66066], [-2.95411, -4.63370, 0.32918], [-3.23073, -3.28019, -0.30964], [-2.04458, -2.50986, -0.64438], [-1.68196, -1.33153, -0.06452], [-0.54226, -0.90026, -0.56702], [-0.12790, -1.83130, -1.51070], [-1.05650, -2.83615, -1.57499], [-1.04799, -3.94238, -2.38702], [-2.07258, -4.72992, -2.39978], [-0.00982, -4.11164, -3.11100], [-2.47261, -0.62098, 0.97479], [1.06826, -3.59639, 2.11117], [-0.38058, -2.60839, 2.25967], [0.04648, -3.35629, 0.70461], [-0.61698, -4.96861, 3.24783], [-0.46523, -5.62568, 1.61121], [-3.87170, -5.22286, 0.32573], [-2.20476, -5.18225, -0.24288], [-3.83375, -2.67448, 0.36467], [-3.78084, -3.47010, -1.22711], [0.76377, -1.74127, -2.09791], [-2.79746, -1.30709, 1.75649], [-3.34932, -0.13547, 0.53872], [-1.83255, 0.14315, 1.41922]], "atomic_forces_ev_per_a": [[-0.1, 0.0, -0.3], [-0.1, -0.1, 0.0], [-0.1, -0.5, 0.3], [0.0, 0.0, 0.0], [0.0, 0.3, -0.1], [0.0, 0.0, 0.2], [0.0, 0.0, 0.0], [0.2, -0.3, -0.1], [0.0, 0.1, 0.1], [0.2, 0.0, 0.0], [0.0, 0.0, 0.0], [-0.3, -0.1, -0.2], [0.1, 0.0, 0.0], [0.0, 0.1, 0.0], [0.0, 0.0, 0.0], [0.0, 0.0, 0.0], [0.0, 0.0, 0.0], [0.0, 0.0, 0.0], [0.0, 0.0, -0.1], [-0.1, 0.0, 0.0], [0.1, 0.1, -0.1], [-0.1, 0.2, 0.2], [0.0, -0.2, -0.1], [0.0, 0.1, 0.1], [0.0, -0.1, -0.1], [0.1, 0.0, 0.1], [-0.1, -0.1, -0.1], [0.0, 0.0, 0.0], [0.0, 0.0, 0.0], [0.0, 0.0, 0.0], [0.0, 0.0, 0.0], [0.0, 0.1, 0.0], [0.0, 0.0, 0.0], [0.0, 0.0, 0.0], [-0.1, 0.1, 0.0], [0.0, 0.0, 0.0], [0.0, -0.1, 0.0], [0.1, 0.0, 0.0], [-0.1, 0.0, 0.1], [0.1, 0.0, 0.0], [0.0, 0.0, 0.0], [0.3, 0.1, 0.2], [-0.1, 0.1, 0.1], [0.0, -0.1, -0.1], [0.0, 0.1, 0.1], [0.0, 0.0, 0.0], [0.0, 0.0, 0.0], [0.0, 0.0, 0.0], [0.0, 0.0, 0.0], [0.0, 0.0, 0.0], [0.0, 0.0, 0.0], [0.0, 0.0, 0.0], [0.0, 0.0, 0.0], [0.0, 0.0, 0.0], [0.0, 0.0, 0.0], [0.0, 0.0, 0.0], [0.0, 0.0, 0.0], [0.0, 0.1, 0.0], [0.0, 0.0, 0.0], [0.0, 0.0, 0.0], [0.0, 0.0, 0.0]], "homo_lumo_gap_ev": [4.611, 5.744], "e_homo_ha": [-0.1040, -0.1456], "charge": -1, "multiplicity": 2, "s2": 0.76}

=====

No. 4
{"formula": "C17H26N4O5PS", "method": "ωB97M-V with the def2-TZVPD basis set", "elements": ["C", "C", "O", "C", "C", "O", "S", "O", "C", "N", "P", "O", "O", "H", "H", "H", "H", "H", "H", "H", "H", "H", "H", "H", "N", "C", "C", "C", "C", "H", "H", "H", "H", "H", "N", "C", "C", "C", "C", "H", "H", "H", "H", "H", "N", "C", "C", "C", "C", "H", "H", "H", "H", "H"], "coordinates": [[2.62911, -0.00014, 0.20989], [2.11134, 1.36892, -0.19282], [0.75943, 1.47178, 0.26396], [0.20097, 2.76072, 0.22549], [-0.83165, 2.84236, 1.32538], [-2.21916, 2.61719, 0.87534], [-2.36908, 1.39454, -0.10663], [-3.93542, 1.60972, -0.56787], [-4.06973, 2.20344, -1.74617], [-4.11823, 2.43260, -2.87221], [-2.29689, -0.51839, 1.16670], [-3.08042, -1.48048, 0.16024], [-3.44346, -0.24507, 2.21988], [1.76351, -0.65417, 0.27833], [3.08427, 0.01108, 1.19371], [3.31158, -0.38796, -0.53632], [2.11450, 1.45588, -1.27828], [2.71916, 2.15478, 0.25239], [0.95796, 3.52011, 0.42465], [-0.22503, 2.99538, -0.75379], [-0.84366, 3.83564, 1.75701], [-0.58555, 2.14322, 2.11695], [-2.67236, -1.54327, -0.71828], [-4.15412, -0.90900, 2.18806], [6.71030, -0.27965, 0.47197], [6.80128, -1.31332, 1.36509], [6.73456, -2.48378, 0.66169], [6.61003, -2.14102, -0.71350], [6.60052, -0.77454, -0.79843], [6.72122, 0.69284, 0.71521], [6.89828, -1.12815, 2.42053], [6.77075, -3.47438, 1.08177], [6.53952, -2.82257, -1.54542], [6.52027, -0.11827, -1.64783], [-7.13686, 2.62098, 0.24813], [-7.66846, 2.72864, 1.50849], [-8.94263, 3.20492, 1.38157], [-9.19258, 3.39118, -0.00670], [-8.06290, 3.02232, -0.68068], [-6.21454, 2.29808, 0.04235], [-7.09725, 2.45901, 2.37990], [-9.62379, 3.39964, 2.19189], [-10.10056, 3.75469, -0.45579], [-7.83851, 3.01006, -1.73328], [3.76173, -3.65267, -1.27123], [2.85798, -3.90524, -2.26643], [2.14132, -5.01795, -1.91265], [2.63284, -5.45160, -0.65094], [3.63034, -4.58762, -0.28368], [4.42613, -2.89813, -1.26304], [2.80431, -3.27786, -3.13963], [1.35777, -5.47401, -2.49382], [2.29595, -6.30167, -0.08251], [4.25594, -4.55883, 0.59136]], "atomic_forces_ev_per_a": [[-0.5, 0.2, 0.1], [0.0, -0.5, -0.2], [-0.3, 0.0, 0.2], [0.3, -0.1, 0.2], [0.5, 0.7, 0.1], [0.0, -0.2, 0.4], [-0.1, 0.5, -1.1], [0.0, 0.4, 0.3], [0.3, -1.0, -0.4], [-0.2, 0.6, 0.2], [0.5, -0.5, 0.9], [0.0, 0.4, -0.5], [-0.1, -0.3, 0.1], [0.0, -0.3, -0.2], [0.2, 0.0, 0.1], [0.2, -0.1, 0.1], [0.1, 0.2, -0.1], [-0.1, 0.3, 0.0], [0.1, 0.1, 0.1], [-0.1, 0.1, -0.1], [-0.4, 0.2, -0.1], [-0.1, -0.2, 0.0], [0.0, -0.5, 0.0], [-0.3, 0.3, 0.1], [0.0, 0.0, 0.0], [-0.1, 0.1, 0.0], [0.0, 0.0, 0.0], [0.0, -0.1, -0.1], [-0.1, 0.1, 0.1], [0.1, 0.0, 0.0], [0.0, 0.0, 0.0], [0.1, 0.0, 0.0], [0.2, 0.0, 0.0], [0.1, 0.0, 0.0], [-0.1, 0.0, 0.0], [0.0, 0.0, 0.0], [0.0, 0.0, 0.0], [0.0, 0.0, 0.0], [0.1, 0.0, 0.0], [0.0, 0.0, 0.0], [0.0, 0.0, 0.0], [0.0, 0.0, 0.0], [0.0, 0.0, 0.0], [0.0, 0.0, 0.0], [-0.1, 0.0, 0.0], [0.0, 0.1, 0.0], [0.0, 0.0, 0.0], [0.0, 0.0, 0.0], [0.0, 0.0, 0.0], [0.0, 0.0, 0.1], [0.0, 0.0, 0.0], [0.0, 0.0, 0.0], [0.0, 0.0, 0.0], [0.0, 0.0, 0.0]], "homo_lumo_gap_ev": 4.993, "e_homo_ha": -0.3686, "charge": 1, "e_above_lowest_kcal_mol": 2.45}